83
Properties=species:S:1:pos:R:3:forces:R:3 method="wB97M-V/def2-TZVPD" charge=+1 fmax_ev_per_a=8.19 de_lowest_kcal_mol=170.5 e_lumo_ev=-1.9 homo_energy_ev=-10.3 orbital_gap_ev=8.398 total_energy_ha=-1988.87986
C 2.302 -1.869 -3.155 -3.28 1.22 4.37
C 1.930 -0.436 -3.118 0.79 3.85 -2.38
N 1.002 -0.042 -2.018 -5.00 -1.76 -5.38
C -0.474 -0.011 -2.139 -0.36 1.16 -1.70
C -0.982 0.353 -0.888 4.82 -2.00 -4.70
N 0.133 0.298 -0.100 -2.40 0.92 3.14
C 1.201 0.045 -0.781 2.38 0.95 2.42
C 0.085 0.419 1.354 0.86 -2.11 1.87
H 3.031 -1.653 -2.416 0.97 -2.52 1.42
H 2.596 -2.496 -3.875 1.64 -1.02 -3.67
H 1.326 -2.353 -2.871 1.22 -0.15 0.73
H 1.625 -0.061 -4.135 -0.59 0.11 1.39
H 2.811 0.215 -2.861 -0.59 -0.61 -0.58
H -1.093 -0.166 -3.152 1.94 0.32 2.55
H -1.957 0.182 -0.732 -3.35 0.21 1.69
H 2.162 0.067 -0.367 1.14 -0.10 0.78
H 0.054 1.394 1.816 0.46 0.61 -0.74
H 0.967 -0.196 1.749 -1.15 1.14 -0.40
H -0.820 -0.044 1.797 0.35 -0.06 -0.84
N -2.887 1.964 1.744 4.71 0.97 1.04
C -4.080 1.541 1.745 -1.01 -3.00 0.09
C -5.041 2.261 1.216 -6.18 5.07 -1.75
C -4.886 3.666 0.829 3.40 -3.63 1.43
C -3.587 4.143 1.056 -1.39 1.02 -0.77
C -2.639 3.232 1.479 -2.50 -0.23 -0.26
H -4.221 0.530 2.087 -0.28 -0.32 0.11
H -6.156 2.055 1.202 1.61 -0.82 0.03
H -5.649 4.177 0.350 -1.38 1.04 -0.47
H -3.316 5.209 0.900 -0.16 -0.92 0.09
H -1.743 3.619 1.735 3.32 0.77 0.41
N 1.435 3.799 1.917 0.33 -0.61 -0.57
C 1.288 3.234 3.137 -1.50 2.57 -0.01
C 2.024 2.239 3.613 2.36 -3.03 0.29
C 3.157 1.719 2.836 -1.90 -1.30 2.67
C 3.282 2.258 1.579 -0.86 0.27 -0.51
C 2.361 3.249 1.115 0.16 0.25 2.38
H 0.571 3.672 3.885 0.29 -0.21 -1.36
H 1.633 1.788 4.550 1.06 0.24 -0.53
H 3.687 0.800 3.367 -0.62 2.23 -1.77
H 3.975 1.938 0.836 0.82 -0.33 -0.14
H 2.515 3.708 0.157 -0.14 -0.08 -0.41
C -3.401 -4.157 -2.750 -1.21 -4.72 -1.66
C -3.043 -5.637 -2.403 1.20 6.10 0.06
C -1.788 -5.781 -1.770 -1.70 0.51 0.02
C -1.014 -4.628 -1.417 4.12 -2.53 0.34
C -1.267 -3.395 -1.932 -0.86 -0.65 1.08
C -2.478 -3.187 -2.519 -1.97 1.02 -1.24
O -2.886 -1.929 -2.973 0.29 -0.77 0.09
O -1.372 -7.060 -1.448 0.88 2.50 2.50
H -4.354 -3.890 -3.537 2.53 -1.05 2.64
H -3.760 -6.374 -2.615 -0.45 -1.09 -0.19
H 0.129 -4.825 -0.935 -3.56 0.41 -1.17
H -0.713 -2.536 -1.735 1.30 1.03 0.36
H -3.701 -2.269 -3.380 -0.07 1.49 -0.24
H -1.534 -7.528 -2.210 -0.51 -2.25 -2.53
C 6.356 4.384 -2.976 -5.74 -1.06 1.77
C 4.833 4.255 -2.668 6.30 -3.11 -0.36
C 4.350 2.973 -2.355 -0.29 2.99 -1.55
C 5.233 1.888 -2.269 -0.01 1.28 -0.01
C 6.585 2.061 -2.475 -1.52 1.55 0.19
C 7.151 3.257 -2.848 -1.29 2.00 -1.23
O 8.434 3.326 -3.220 1.09 -0.45 0.28
O 2.962 2.949 -2.229 -1.30 -0.54 -0.18
H 6.634 5.397 -3.103 0.90 0.64 -0.44
H 4.245 5.097 -2.570 -1.15 1.66 -0.16
H 4.980 0.918 -1.970 -0.92 -1.20 0.47
H 7.236 1.371 -2.116 1.78 -2.56 0.34
H 8.579 4.209 -3.563 0.35 0.15 -0.06
H 2.462 3.669 -2.737 1.76 -1.46 0.99
C -1.773 -2.766 3.885 -1.80 1.48 -2.87
C -2.451 -2.362 2.610 3.72 -0.81 1.39
C -3.773 -2.240 2.481 -0.85 -1.96 2.22
C -4.608 -2.597 3.614 2.02 -0.56 1.53
C -3.958 -2.943 4.894 -1.65 1.64 -5.53
C -2.573 -2.984 4.956 -2.40 0.08 1.29
O -2.174 -3.180 6.224 3.74 -0.02 -0.01
O -4.241 -2.043 1.208 -4.41 0.77 2.46
H -0.739 -2.672 4.064 1.16 -0.21 -0.33
H -1.980 -2.253 1.600 0.46 -0.08 1.32
H -5.678 -2.752 3.470 0.08 0.39 0.25
H -4.483 -2.998 5.804 -1.03 -0.41 0.67
H -2.848 -3.335 6.857 -1.15 -0.19 0.38
H -5.213 -1.921 1.599 2.12 -0.11 -2.86